[1]
Formula: C32H55GeN4OPdSbSeSi3
Source: OMol25
Level of theory: ωB97M-V/def2-TZVPD

```
! RIJCOSX wB97M-V def2-TZVPD def2/J DEFGRID3
* xyz 0 5
Pd 1.33 -0.66 -1.42
C -0.86 -2.40 -0.22
Sb 1.12 -0.60 1.36
C 2.96 -0.45 0.27
C 3.13 0.98 0.35
C 4.21 1.78 -0.04
C 4.10 3.15 0.05
C 2.94 3.74 0.55
C 1.92 2.90 0.96
N 2.01 1.59 0.85
Si 4.23 -1.76 -0.05
C 5.51 -1.19 -1.30
C 5.10 -2.17 1.57
C 3.44 -3.32 -0.70
C -1.32 0.87 3.31
C -1.36 1.81 2.20
C -1.55 3.18 2.42
C -1.68 4.03 1.34
C -1.59 3.50 0.06
C -1.38 2.13 -0.10
N -1.27 1.31 0.95
Si -2.50 -0.60 3.27
C -3.54 -0.62 1.72
C -3.67 -0.36 4.73
C -1.67 -2.26 3.52
Si -0.33 1.29 4.84
C 1.23 2.21 4.35
C 0.17 -0.28 5.73
C -1.31 2.35 6.04
H -0.75 -3.48 -0.37
H -1.14 -2.10 -2.11
H -1.47 -2.25 0.68
H 5.11 1.32 -0.43
H 4.92 3.78 -0.27
H 2.83 4.81 0.62
H 1.00 3.29 1.38
H 6.26 -0.52 -0.86
H 5.04 -0.68 -2.14
H 6.05 -2.06 -1.69
H 5.56 -1.28 2.00
H 5.87 -2.92 1.42
H 4.38 -2.56 2.30
H 3.05 -3.16 -1.70
H 2.62 -3.66 -0.06
H 4.19 -4.11 -0.74
H -1.62 3.56 3.43
H -1.85 5.09 1.48
H -1.70 4.13 -0.81
H -0.46 0.85 -1.57
H -4.07 0.33 1.59
H -4.30 -1.40 1.81
H -2.97 -0.80 0.81
H -4.22 0.58 4.65
H -3.14 -0.35 5.69
H -4.39 -1.18 4.76
H -0.85 -2.45 2.84
H -2.41 -3.05 3.37
H -1.28 -2.36 4.54
H 1.91 1.57 3.77
H 1.76 2.53 5.25
H 1.02 3.10 3.76
H 0.69 -0.97 5.06
H -0.68 -0.81 6.16
H 0.85 -0.02 6.55
H -1.41 3.38 5.69
H -0.81 2.38 7.01
H -2.32 1.96 6.20
Se 2.46 0.03 -3.35
O -1.57 -1.81 -1.28
N 0.48 -1.87 -0.05
C -1.25 1.14 -4.51
Ge -1.41 2.51 -3.12
C 0.11 3.73 -3.22
C -3.10 3.48 -3.34
C -1.36 1.47 -1.45
H -1.34 1.57 -5.51
H -2.02 0.38 -4.38
H -0.27 0.66 -4.42
H 0.13 4.24 -4.18
H 1.04 3.17 -3.10
H 0.07 4.49 -2.43
H -3.07 4.07 -4.25
H -3.28 4.16 -2.50
H -3.93 2.79 -3.40
H -2.16 0.73 -1.48
N -0.05 -2.76 -3.64
C -0.89 -3.50 -4.49
C -1.46 -2.89 -5.61
C -2.34 -3.59 -6.42
C -2.67 -4.91 -6.13
C -2.10 -5.52 -5.01
C -1.22 -4.82 -4.20
H 0.42 -1.99 -4.09
H 0.63 -3.33 -3.15
H -1.21 -1.86 -5.84
H -2.77 -3.11 -7.28
H -3.35 -5.46 -6.76
H -2.34 -6.55 -4.77
H -0.79 -5.30 -3.33
*
```

Summary:
**HOMO level (spin up / spin down)**: -6.72 / -7.70 eV
**Lowest unoccupied orbital energy (spin up / spin down)**: -0.27 / -1.67 eV
**<S²>**: 6.057
**Frontier orbital gap (spin up / spin down)**: 6.449 / 6.032 eV

Results of the Löwdin charge analysis, in e, for atoms 1 through 5: atom 1 (Pd): 0.377, atom 2 (C): -0.440, atom 3 (Sb): 1.486, atom 4 (C): -0.525, atom 5 (C): -0.462

=====

[2]
Formula: C32H55N4OP2W
Source: OMol25
Level of theory: ωB97M-V/def2-TZVPD

```
! RIJCOSX wB97M-V def2-TZVPD def2/J DEFGRID3
* xyz 3 3
C -2.41 0.99 -1.37
C -2.76 -1.21 -0.57
C -3.56 0.93 -2.15
C -4.03 -1.21 -1.20
C -4.41 -0.17 -2.01
H -3.78 1.76 -2.82
H -4.66 -2.08 -1.02
H -5.36 -0.19 -2.54
N -1.99 -0.04 -0.60
P -0.66 2.50 0.23
P -0.54 -2.45 0.61
C -1.50 2.21 -1.40
H -0.73 2.05 -2.17
H -2.06 3.10 -1.70
C -2.21 -2.34 0.07
H -2.88 -3.18 0.24
C 0.23 -3.43 -0.85
C -0.56 -3.54 2.19
C 0.87 3.58 -0.13
C -2.02 3.39 1.20
C 1.75 -3.25 -0.79
H 2.18 -3.58 0.16
H 2.22 -3.84 -1.59
H 2.03 -2.20 -0.95
C -0.15 -4.91 -0.82
H 0.25 -5.45 0.04
H -1.24 -5.04 -0.85
H 0.26 -5.39 -1.72
C -0.30 -2.85 -2.17
H 0.14 -3.40 -3.01
H -1.39 -2.94 -2.24
H -0.04 -1.79 -2.28
C 0.87 -4.04 2.45
H 1.59 -3.21 2.47
H 0.90 -4.53 3.43
H 1.21 -4.78 1.71
C -0.99 -2.70 3.40
H -0.29 -1.89 3.63
H -1.99 -2.28 3.28
H -1.01 -3.36 4.28
C -1.55 -4.70 2.10
H -1.35 -5.41 1.29
H -1.49 -5.26 3.05
H -2.59 -4.34 2.00
C -1.50 3.61 2.63
H -2.24 4.23 3.17
H -1.42 2.66 3.18
H -0.53 4.13 2.67
C -3.30 2.54 1.24
H -3.76 2.45 0.25
H -3.14 1.54 1.65
H -4.01 3.05 1.90
C -2.41 4.73 0.55
H -3.38 5.04 0.99
H -1.70 5.53 0.76
H -2.56 4.65 -0.53
C 1.21 3.51 -1.63
H 0.42 3.93 -2.26
H 2.13 4.08 -1.81
H 1.40 2.47 -1.94
C 2.05 3.01 0.67
H 2.30 1.99 0.35
H 2.94 3.64 0.49
H 1.85 3.01 1.75
C 0.69 5.06 0.24
H -0.06 5.55 -0.40
H 0.44 5.20 1.30
H 1.64 5.57 0.06
W -0.24 0.07 0.71
C -1.31 0.21 2.35
O -1.94 0.28 3.36
N 1.06 0.19 -0.97
C 1.45 -0.06 -2.06
C 2.51 -0.10 -3.17
C 2.11 -1.14 -4.21
C 2.62 1.27 -3.84
C 3.87 -0.45 -2.57
H 2.09 -2.15 -3.77
H 1.11 -0.91 -4.62
H 2.83 -1.14 -5.04
H 3.06 2.01 -3.16
H 3.30 1.18 -4.71
H 1.65 1.63 -4.21
H 4.60 -0.49 -3.39
H 4.20 0.32 -1.86
H 3.86 -1.43 -2.07
N 2.49 -0.74 2.03
C 3.34 -0.47 3.03
C 2.72 0.47 3.84
C 1.47 0.73 3.29
N 1.32 -0.02 2.16
H 2.66 -1.40 1.27
H 4.31 -0.94 3.11
H 3.12 0.93 4.73
H 0.69 1.40 3.63
*
```

Summary:
**HOMO level (spin up / spin down)**: -16.16 / -16.00 eV
**Lowest unoccupied orbital energy (spin up / spin down)**: -11.72 / -11.93 eV
**<S²>**: 2.049
**Frontier orbital gap (spin up / spin down)**: 4.434 / 4.067 eV

Results of the Löwdin charge analysis, in e, for atoms 1 through 5: atom 1 (C): -0.289, atom 2 (C): -0.285, atom 3 (C): 0.076, atom 4 (C): 0.070, atom 5 (C): 0.034

=====

[3]
Formula: C32H55N4P2Re
Source: OMol25
Level of theory: ωB97M-V/def2-TZVPD

```
! RIJCOSX wB97M-V def2-TZVPD def2/J DEFGRID3
* xyz 3 4
Re 0.19 0.12 0.19
C 1.75 -4.10 2.67
C 1.80 -2.68 2.09
C 2.50 -1.73 3.08
P 0.19 -1.96 1.57
C -1.09 -2.20 2.88
C -0.54 -1.86 4.28
C -1.72 -3.59 2.87
C -0.46 -2.88 0.14
C -0.09 -4.15 -0.31
C -0.70 -4.73 -1.42
C -0.31 -6.10 -1.90
C -1.70 -4.00 -2.08
C -2.07 -2.73 -1.66
C -1.45 -2.17 -0.55
N -1.66 -0.83 -0.08
C -2.90 -0.32 0.24
C -4.10 -1.02 0.02
C -5.31 -0.44 0.35
C -5.38 0.83 0.94
C -6.69 1.47 1.28
C -4.17 1.48 1.23
C -2.94 0.93 0.89
P -1.36 1.64 1.41
C -1.27 3.41 0.90
C -2.40 4.33 1.35
C 0.09 4.03 1.29
C -1.26 1.43 3.24
C -2.40 2.04 4.05
C 0.11 1.84 3.80
H 2.77 -4.48 2.75
H 1.33 -4.10 3.67
H 1.18 -4.81 2.07
H 2.36 -2.70 1.15
H 2.16 -1.92 4.10
H 3.58 -1.91 3.07
H 2.33 -0.67 2.88
H -1.86 -1.48 2.60
H 0.03 -2.69 4.69
H 0.09 -0.97 4.30
H -1.38 -1.69 4.96
H -1.01 -4.37 3.14
H -2.53 -3.61 3.61
H -2.16 -3.84 1.90
H 0.68 -4.71 0.21
H 0.37 -6.59 -1.21
H -1.19 -6.73 -2.02
H 0.18 -6.04 -2.88
H -2.18 -4.43 -2.94
H -2.80 -2.17 -2.22
H -4.10 -2.01 -0.39
H -6.23 -0.98 0.17
H -7.49 0.74 1.34
H -6.64 2.02 2.22
H -6.96 2.19 0.50
H -4.22 2.42 1.76
H -1.34 3.33 -0.19
H -2.42 4.46 2.43
H -2.21 5.32 0.92
H -3.38 4.02 1.00
H 0.03 4.49 2.27
H 0.92 3.31 1.32
H 0.35 4.82 0.59
H -1.33 0.36 3.32
H -2.41 3.13 4.00
H -3.38 1.67 3.74
H -2.27 1.77 5.10
H 0.20 2.93 3.90
H 0.23 1.42 4.80
H 0.95 1.48 3.18
C 2.36 2.20 -0.78
C 1.05 2.57 -1.45
N 0.23 1.35 -1.71
C 0.71 0.59 -2.91
C 0.82 -0.88 -2.62
N 1.43 -1.09 -1.28
C 2.88 -0.75 -1.24
C 3.22 0.02 0.02
N 2.20 1.10 0.23
H 2.77 3.09 -0.29
H 3.10 1.89 -1.51
H 1.25 3.10 -2.38
H 0.47 3.23 -0.82
H -0.72 1.67 -1.89
H 1.68 1.01 -3.20
H 0.04 0.75 -3.75
H 1.40 -1.38 -3.40
H -0.17 -1.35 -2.60
H 1.31 -2.08 -1.05
H 3.13 -0.18 -2.13
H 3.48 -1.66 -1.27
H 4.22 0.45 -0.05
H 3.19 -0.63 0.88
H 2.38 1.49 1.15
*
```

Summary:
**HOMO level (spin up / spin down)**: -15.95 / -16.34 eV
**Lowest unoccupied orbital energy (spin up / spin down)**: -7.59 / -10.30 eV
**<S²>**: 3.794
**Frontier orbital gap (spin up / spin down)**: 8.359 / 6.037 eV

Results of the Löwdin charge analysis, in e, for atoms 1 through 5: atom 1 (Re): 1.299, atom 2 (C): -0.070, atom 3 (C): -0.510, atom 4 (C): -0.108, atom 5 (P): 1.028

=====

[4]
Formula: C32H55N8O2
Source: OMol25
Level of theory: ωB97M-V/def2-TZVPD

```
! RIJCOSX wB97M-V def2-TZVPD def2/J DEFGRID3
* xyz 1 1
C 3.61 2.69 0.35
C 3.60 1.44 1.33
C 2.39 0.49 1.12
O 1.20 0.83 1.88
C 0.37 1.75 1.28
O 0.70 3.13 1.50
C 1.25 3.28 2.71
N 1.61 3.19 3.77
C -0.99 1.55 2.07
C -2.01 2.08 0.99
C -1.39 1.51 -0.31
N -0.13 1.40 -0.07
H 3.15 2.46 -0.63
H 4.65 3.01 0.13
H 3.13 3.56 0.84
H 4.50 0.85 1.04
H 3.76 1.73 2.39
H 2.23 0.38 0.03
H 2.70 -0.51 1.48
H -1.18 2.19 2.95
H -1.26 0.51 2.31
H -1.78 3.17 0.86
H -3.08 1.85 1.10
H -1.90 1.25 -1.26
H 0.42 1.01 -0.84
C -6.08 0.68 -0.60
C -6.15 -0.85 -0.57
C -4.78 -1.50 -0.38
C -3.88 -1.13 -1.50
N -3.19 -0.85 -2.37
H -5.48 1.04 -1.45
H -7.08 1.10 -0.71
H -5.64 1.07 0.32
H -6.60 -1.20 -1.50
H -6.80 -1.16 0.24
H -4.88 -2.59 -0.35
H -4.33 -1.18 0.56
C 5.91 2.76 5.03
C 6.84 1.95 4.13
C 7.80 2.83 3.32
C 7.04 3.74 2.44
N 6.45 4.44 1.76
H 5.26 3.42 4.45
H 5.26 2.10 5.61
H 6.48 3.38 5.73
H 6.24 1.34 3.46
H 7.42 1.27 4.75
H 8.45 2.20 2.71
H 8.43 3.42 3.99
C 6.45 2.55 -3.71
C 5.43 1.66 -4.41
C 4.22 1.35 -3.52
C 4.65 0.63 -2.30
N 5.00 0.07 -1.37
H 6.87 2.06 -2.83
H 7.28 2.78 -4.38
H 6.00 3.50 -3.39
H 5.91 0.74 -4.72
H 5.08 2.16 -5.31
H 3.51 0.72 -4.07
H 3.71 2.26 -3.23
C -3.36 -5.82 -0.01
C -4.16 -6.82 0.81
C -5.61 -6.95 0.35
C -6.31 -5.64 0.46
N -6.84 -4.64 0.56
H -3.77 -4.81 0.07
H -2.32 -5.78 0.34
H -3.35 -6.09 -1.07
H -4.14 -6.51 1.86
H -3.68 -7.80 0.75
H -6.14 -7.68 0.96
H -5.65 -7.28 -0.69
C -8.40 -7.96 4.39
C -8.36 -6.57 5.00
C -7.69 -5.54 4.09
C -6.29 -5.93 3.81
N -5.21 -6.23 3.60
H -7.39 -8.36 4.22
H -8.90 -8.66 5.06
H -8.93 -7.96 3.44
H -7.83 -6.61 5.96
H -9.38 -6.24 5.22
H -7.70 -4.55 4.56
H -8.22 -5.46 3.14
C 3.60 4.64 -7.85
C 3.31 5.95 -7.11
C 3.98 6.02 -5.74
C 3.50 4.92 -4.87
N 3.12 4.07 -4.21
H 3.21 3.78 -7.31
H 3.13 4.65 -8.83
H 4.68 4.51 -7.99
H 2.23 6.06 -7.00
H 3.66 6.79 -7.72
H 3.76 6.97 -5.25
H 5.07 5.94 -5.84
*
```

Summary:
**HOMO level**: -12.88 eV
**Lowest unoccupied orbital energy**: -4.48 eV
**Frontier orbital gap**: 8.400 eV

Results of the Löwdin charge analysis, in e, for atoms 1 through 5: atom 1 (C): -0.096, atom 2 (C): -0.206, atom 3 (C): -0.150, atom 4 (O): -0.016, atom 5 (C): -0.450

=====

[5]
Formula: C32H56N8
Source: OMol25
Level of theory: ωB97M-V/def2-TZVPD

```
! RIJCOSX wB97M-V def2-TZVPD def2/J DEFGRID3
* xyz -1 2
C 3.52 -3.00 4.10
C 3.37 -1.97 2.96
C 3.19 -0.52 3.57
C 4.50 0.07 4.02
N 5.46 0.60 4.28
H 3.72 -4.00 3.72
H 2.61 -3.04 4.70
H 4.18 -2.62 4.87
H 2.52 -2.27 2.35
H 4.27 -2.07 2.36
H 2.36 -0.44 4.27
H 2.98 0.16 2.74
C -6.40 0.95 -0.55
C -6.88 -0.32 0.28
C -6.36 -0.66 1.70
C -4.92 -1.06 1.70
N -3.82 -1.39 1.68
H -5.37 0.69 -0.79
H -6.31 1.76 0.17
H -6.93 1.29 -1.45
H -6.87 -1.24 -0.31
H -7.94 -0.06 0.35
H -6.98 -1.38 2.22
H -6.40 0.22 2.35
C 6.57 -2.62 -2.82
C 5.59 -3.74 -2.76
C 4.69 -3.97 -1.51
C 4.07 -2.70 -0.94
N 3.61 -1.67 -0.60
H 6.97 -2.40 -3.80
H 7.44 -2.96 -2.25
H 6.15 -1.73 -2.35
H 6.10 -4.70 -2.79
H 4.96 -3.60 -3.64
H 5.15 -4.39 -0.61
H 3.85 -4.58 -1.84
C 1.15 -4.04 0.65
C 0.04 -3.51 1.53
C -1.30 -3.75 0.95
C -1.62 -5.18 0.61
N -1.96 -6.27 0.39
H 1.17 -5.13 0.69
H 2.14 -3.76 1.01
H 1.01 -3.76 -0.40
H 0.11 -2.43 1.65
H 0.15 -3.88 2.55
H -1.52 -3.04 0.15
H -2.11 -3.36 1.57
C -0.74 -1.20 -2.79
C -2.14 -0.93 -3.27
C -3.08 -2.18 -3.37
C -4.45 -1.73 -3.68
N -5.58 -1.42 -3.81
H -0.68 -1.40 -1.72
H -0.15 -0.39 -3.21
H -0.42 -2.18 -3.13
H -2.17 -0.51 -4.28
H -2.58 -0.21 -2.58
H -2.96 -2.68 -2.40
H -2.86 -2.89 -4.17
C 3.80 4.47 -0.49
C 2.73 5.33 -1.22
C 1.71 6.13 -0.47
C 1.14 5.45 0.68
N 0.62 4.89 1.57
H 3.34 3.61 0.00
H 4.38 4.88 0.34
H 4.62 4.09 -1.10
H 2.23 4.76 -2.00
H 3.20 5.99 -1.96
H 0.96 6.55 -1.14
H 2.30 6.94 -0.04
C -1.86 5.03 -0.61
C -3.03 4.12 0.01
C -3.08 4.06 1.46
C -4.04 3.13 2.01
N -4.79 2.37 2.53
H -1.96 4.92 -1.69
H -0.96 4.54 -0.24
H -1.91 6.06 -0.24
H -3.02 3.15 -0.49
H -3.95 4.58 -0.36
H -3.28 5.08 1.76
H -2.09 3.81 1.84
C -1.32 0.86 0.41
C -0.01 0.26 0.50
C 1.18 1.22 0.21
C 1.21 1.70 -1.20
N 1.29 2.05 -2.32
H -2.16 0.28 0.81
H -1.58 0.97 -0.64
H -1.17 1.78 0.97
H 0.07 -0.64 -0.10
H 0.01 -0.01 1.56
H 2.12 0.71 0.42
H 1.20 2.05 0.91
*
```

Summary:
**HOMO level (spin up / spin down)**: 0.68 / -8.87 eV
**Lowest unoccupied orbital energy (spin up / spin down)**: 2.08 / 2.01 eV
**<S²>**: 0.750
**Frontier orbital gap (spin up / spin down)**: 1.393 / 10.886 eV

Results of the Löwdin charge analysis, in e, for atoms 1 through 5: atom 1 (C): -0.146, atom 2 (C): -0.251, atom 3 (C): -0.160, atom 4 (C): -0.261, atom 5 (N): 0.122